# ClH2NOS2

An isolated molecule of ClH2NOS2 in a non-equilibrium geometry (ωB97M-V/def2-TZVPD, OMol25).

* spin multiplicity: 1
* frontier orbital gap: 9.5242 eV
* HOMO level: -9.61 eV
* ΔE to the lowest compared entry with this formula, charge and spin: 199.1 kJ/mol
* electronic energy: -1387.644088 hartree
* SMILES: O=[S@H](=S)NCl
* LUMO: -0.1 eV

The geometry in XYZ format:
```
7
ClH2NOS2 (ωB97M-V/def2-TZVPD)
Cl 2.28 0.27 0.03
S -0.57 -0.35 0.37
S -2.28 0.64 -0.07
O -0.48 -1.68 -0.18
N 0.64 0.68 -0.30
H 0.02 -0.36 1.52
H 0.39 0.79 -1.37
```

# C22H25N4O4S2

A cluster of 2 separate species, C22H25N4O4S2 in total in a non-equilibrium geometry (ωB97M-V/def2-TZVPD, OMol25).

* spin multiplicity: 1
* frontier orbital gap: 6.2283 eV
* HOMO level: -4.69 eV
* electronic energy: -2169.738539 hartree
* LUMO: 1.5 eV
* total charge: -1

The geometry in XYZ format:
```
57
C22H25N4O4S2 (ωB97M-V/def2-TZVPD)
S 1.74 -1.31 -2.64
S -3.27 4.02 -0.96
O 1.36 2.49 0.07
O 1.06 -2.05 -3.69
O -2.28 0.27 2.02
O 3.13 -1.63 -2.35
N -0.81 3.19 -0.21
N -0.79 -4.64 4.10
N 0.85 -1.14 -1.35
N -2.59 1.76 0.29
C 0.30 -1.08 2.05
C 2.45 4.35 -4.90
C 0.59 0.17 1.38
C 2.78 1.25 -2.71
C -2.04 -4.73 4.85
C 0.43 -2.50 4.01
C 2.27 2.96 -4.36
C -0.33 1.04 0.88
C 0.16 2.25 0.21
C -0.27 4.43 -0.76
C -0.41 -3.47 3.41
C -0.84 -3.23 2.09
C -1.78 0.96 1.13
C -0.16 -5.92 3.83
C 1.94 0.35 -3.36
C -0.50 -2.07 1.43
C 2.94 2.54 -3.20
C 1.42 2.05 -5.01
C -4.04 1.53 0.37
C -2.17 2.96 -0.28
C 0.82 -1.37 3.33
C 1.27 0.74 -4.53
H 1.62 0.49 1.26
H 0.14 -6.40 4.77
H 3.17 4.89 -4.28
H 0.76 -2.67 5.04
H -1.47 -3.97 1.60
H 0.62 0.03 -5.04
H -0.87 -1.87 0.43
H 2.82 4.32 -5.93
H -2.49 -3.74 4.93
H -1.85 -5.13 5.85
H -4.52 2.33 0.93
H 1.46 -0.62 3.79
H 0.05 -1.79 -1.55
H 0.38 4.22 -1.61
H 3.30 0.93 -1.81
H 1.50 4.89 -4.90
H 3.61 3.23 -2.68
H -4.22 0.57 0.85
H 0.88 2.37 -5.91
H -4.45 1.54 -0.64
H -0.84 -6.61 3.31
H -2.75 -5.41 4.35
H -1.12 5.04 -1.08
H 0.73 -5.76 3.21
H 0.30 4.96 0.01
```

# C4H8N2O3

A structure of composition C4H8N2O3 in a non-equilibrium geometry (ωB97M-V/def2-TZVPD, OMol25).

* spin multiplicity: 1
* frontier orbital gap: 8.6094 eV
* HOMO level: -9.24 eV
* ΔE to the lowest compared entry with this formula, charge and spin: 398.8 kJ/mol
* electronic energy: -492.351073 hartree
* LUMO: -0.6 eV

The geometry in XYZ format:
```
17
C4H8N2O3 (ωB97M-V/def2-TZVPD)
O -2.08 -0.24 1.54
O -0.22 1.97 -0.21
O 1.89 1.78 -1.00
N -2.62 -0.37 -0.67
N 1.17 0.00 1.67
C 1.06 -0.08 0.39
C 1.93 -1.06 -0.35
C 0.92 1.40 -0.41
C -1.78 -0.22 0.37
H -0.92 1.20 0.16
H 2.97 -0.73 -0.32
H -0.38 -0.38 0.14
H -2.31 -0.32 -1.62
H 1.64 -1.13 -1.40
H 1.86 -2.04 0.12
H 0.48 0.62 2.09
H -3.62 -0.39 -0.50
```

# C11H15N

A cluster of 2 separate species, C11H15N in total in a non-equilibrium geometry (ωB97M-V/def2-TZVPD, OMol25).

* spin multiplicity: 1
* frontier orbital gap: 8.6016 eV
* HOMO level: -7.85 eV
* ΔE to the lowest compared entry with this formula, charge and spin: 797.6 kJ/mol
* electronic energy: -482.611373 hartree
* SMILES: C=C=C1[C@]2(C)C[C@]12C.CC=C=N
* LUMO: 0.8 eV

The geometry in XYZ format:
```
27
C11H15N (ωB97M-V/def2-TZVPD)
N -4.49 -0.05 0.73
C 2.52 0.33 -3.01
C 0.33 0.56 -1.32
C 1.12 -0.51 -0.53
C -3.52 0.07 1.48
C -0.49 1.52 -1.38
C 1.43 -0.19 -2.02
C -2.03 -0.90 3.02
C 1.83 -0.29 0.76
C -1.48 2.41 -1.37
C 1.03 -1.54 -1.60
C -2.28 -0.10 1.79
H 1.15 -0.76 1.52
H 0.17 -1.92 -1.90
H -1.53 0.69 1.64
H 3.01 -0.53 -3.40
H 1.68 -2.34 -1.60
H 2.80 -0.74 0.56
H -5.39 0.32 1.05
H -1.34 3.51 -1.54
H 2.05 0.70 0.92
H -1.84 -0.29 3.97
H -2.76 -1.59 3.27
H -1.19 -1.45 2.99
H 3.20 0.83 -2.46
H -2.50 2.22 -1.29
H 1.93 0.82 -3.70
```

# C6H5NO2

A structure of composition C6H5NO2 in a non-equilibrium geometry (ωB97M-V/def2-TZVPD, OMol25).

* spin multiplicity: 1
* frontier orbital gap: 8.1611 eV
* HOMO level: -8.60 eV
* ΔE to the lowest compared entry with this formula, charge and spin: 797.8 kJ/mol
* electronic energy: -436.592085 hartree
* LUMO: -0.4 eV

The geometry in XYZ format:
```
14
C6H5NO2 (ωB97M-V/def2-TZVPD)
O -2.77 1.00 -0.24
O 1.52 1.84 0.75
N 0.55 -0.85 -0.98
C 0.39 1.49 0.27
C 1.08 0.39 -0.62
C -1.43 -1.25 0.35
C -0.13 -1.17 0.24
C -2.31 2.02 -0.07
C 2.21 0.98 -0.18
H -2.14 -1.29 -0.53
H 3.26 0.78 -0.20
H 1.26 -1.50 -1.36
H -1.92 -1.42 1.34
H 0.42 -1.02 1.22
```

# C30H25N6O13

A cluster of 6 separate species, C30H25N6O13 in total in a non-equilibrium geometry (ωB97M-V/def2-TZVPD, OMol25).

* spin multiplicity: 1
* frontier orbital gap: 6.7126 eV
* HOMO level: -6.16 eV
* ΔE to the lowest compared entry with this formula, charge and spin: 153.8 kJ/mol
* electronic energy: -2463.662749 hartree
* LUMO: 0.5 eV
* total charge: -1

The geometry in XYZ format:
```
74
C30H25N6O13 (ωB97M-V/def2-TZVPD)
O -19.12 -37.50 38.92
O -20.06 -44.50 42.96
O -18.32 -35.58 39.51
O -16.64 -35.00 51.38
O -15.88 -36.55 50.15
O -18.77 -43.59 44.69
O -10.49 -40.01 45.14
O -18.03 -37.81 47.86
O -18.29 -39.46 49.18
O -24.32 -37.75 51.16
O -25.76 -39.28 51.82
O -9.51 -39.45 47.07
O -19.74 -39.25 47.51
N -24.73 -38.89 51.28
N -16.14 -36.14 51.23
N -10.54 -39.72 46.32
N -18.70 -38.84 48.23
N -18.82 -36.66 39.85
N -19.66 -43.54 43.72
C -16.61 -38.01 54.91
C -12.02 -39.77 48.42
C -24.07 -41.51 51.18
C -21.21 -40.69 50.45
C -14.65 -39.37 48.04
C -22.88 -42.50 51.16
C -21.87 -39.67 43.33
C -18.13 -36.51 43.75
C -23.68 -39.99 51.08
C -16.35 -38.67 51.98
C -21.81 -40.53 42.13
C -18.07 -37.86 44.08
C -21.01 -41.88 42.20
C -18.44 -35.93 42.37
C -20.37 -42.27 43.54
C -21.54 -42.18 50.88
C -16.67 -39.30 54.53
C -14.42 -38.99 46.74
C -16.32 -37.15 52.27
C -18.21 -39.02 43.10
C -13.48 -39.58 49.04
C -18.59 -38.55 41.67
C -22.18 -39.62 50.74
C -16.42 -39.72 53.04
C -13.03 -39.02 46.11
C -16.44 -36.84 53.87
C -18.67 -37.03 41.25
C -20.28 -41.16 44.69
C -21.12 -39.88 44.43
C -11.90 -39.58 46.96
H -20.13 -40.47 50.23
H -20.87 -43.08 51.02
H -13.89 -39.84 50.08
H -12.78 -38.57 45.12
H -18.15 -39.97 43.57
H -18.04 -35.78 44.53
H -16.47 -41.02 52.81
H -23.07 -43.61 51.31
H -16.53 -35.84 54.19
H -22.50 -40.14 41.27
H -18.36 -34.76 42.14
H -16.01 -39.12 51.05
H -25.03 -41.86 51.35
H -11.16 -39.96 49.14
H -20.99 -42.43 41.24
H -19.81 -41.23 45.73
H -15.55 -39.53 48.55
H -16.79 -40.03 55.42
H -16.78 -38.06 56.04
H -22.38 -38.79 43.24
H -18.76 -39.19 40.95
H -21.76 -38.66 50.46
H -21.12 -39.11 45.07
H -18.02 -37.97 45.25
H -15.34 -38.64 46.11
```